52
Properties=species:S:1:pos:R:3:forces:R:3:nbo_charge:R:1 method="wB97M-V/def2-TZVPD" e_tot_ev=-157573.84296 lumo_energy_ev=0.262 charge=0 homo_ev=-10.185
C 3.88692 -2.01228 -3.94015 0.5074 0.4411 -0.4110 -0.257
O 2.75512 -2.59441 -3.25640 -0.0060 0.1964 0.3901 -0.825
P 2.20061 -1.98784 -1.88096 0.3317 1.1889 1.2368 2.558
O 2.95063 -0.74705 -1.47763 -1.3597 -2.0056 -0.2410 -1.104
O 0.63895 -1.79580 -2.15634 0.9747 0.2336 -0.4277 -0.802
C -0.11787 -2.84181 -2.73952 -0.7898 -1.3300 0.2529 -0.259
O 2.07608 -3.16076 -0.73408 -0.0456 1.3408 -1.9759 -0.817
C 2.84673 -3.10991 0.47031 0.0605 -0.8733 -0.5606 -0.249
H 3.66764 -1.61813 -4.93245 -0.8918 -0.7039 -0.2282 0.187
H 4.65071 -2.78183 -4.05204 -0.0279 0.1531 0.2337 0.191
H 4.27211 -1.08609 -3.51365 0.0083 -0.4712 0.9888 0.219
H -0.44447 -2.65262 -3.76208 0.0512 0.5518 0.1656 0.188
H -0.96160 -3.05263 -2.08242 -0.2924 0.5092 -0.1646 0.194
H 0.35157 -3.82511 -2.76860 0.7702 0.2013 0.0308 0.190
H 2.18340 -3.36130 1.29789 -0.0849 0.5481 0.0186 0.189
H 3.33482 -2.13695 0.52698 0.1535 -0.2808 0.4239 0.211
H 3.50099 -3.97595 0.37028 0.6610 0.4193 0.3505 0.184
C 4.40433 1.94427 2.55266 0.0780 0.5281 -1.5341 -0.097
C 5.84894 1.98541 2.01881 -0.0259 0.2308 0.2068 -0.102
O 6.15256 1.02335 0.99652 0.0540 -0.0781 1.1867 -0.720
O 3.48429 2.47494 1.56362 0.3352 0.0226 0.6424 -0.730
H 4.33753 2.53587 3.46570 -0.1157 0.2345 -0.1793 0.183
H 4.05443 0.93958 2.78986 0.5115 -0.2410 0.1361 0.173
H 6.48441 1.97039 2.90427 0.4240 -1.4674 0.0086 0.178
H 6.22658 2.94161 1.65665 -1.1019 0.6134 -0.3586 0.177
H 5.43497 1.03261 0.35888 -0.0837 0.1419 -0.1204 0.470
H 3.24481 1.75777 0.97209 -0.1338 -0.0584 -0.0698 0.469
C -7.86040 4.81032 0.93492 -0.1742 -0.6428 0.0313 -0.364
Cl -6.82658 4.13949 -0.35476 -0.3283 0.1003 0.1774 -0.032
Cl -9.63521 4.36765 0.69910 1.5689 0.6686 0.1844 -0.049
H -7.52580 4.35602 1.86753 -0.3161 -0.0423 -0.1819 0.221
H -7.64491 5.87802 0.97592 -0.7362 -0.0991 -0.2085 0.224
C -0.60308 -0.43139 5.95022 -0.0739 0.0356 -0.0750 -0.385
Cl -2.19678 -1.15353 5.61977 0.2479 0.2300 0.0190 -0.027
Cl -0.17586 -0.59493 7.68596 0.0310 0.0578 -0.7930 -0.031
H 0.11043 -0.92514 5.29051 0.0456 -0.1841 0.5247 0.220
H -0.60927 0.62414 5.67833 -0.2574 -0.1340 0.3062 0.222
C 0.65999 1.52866 -6.52508 -0.0119 -0.5236 0.3255 -0.408
Cl 1.98280 2.04600 -7.53700 0.4887 0.6017 -0.3586 -0.015
Cl 0.82485 2.00979 -4.82562 0.0670 0.0605 -0.0361 -0.027
H -0.27627 1.95045 -6.89061 0.2057 -0.3522 -0.0313 0.228
H 0.76215 0.44405 -6.56063 -0.7465 0.1890 0.1167 0.223
C -7.21949 -2.37825 2.63893 0.0123 -0.2352 -0.4475 -0.387
Cl -8.04427 -1.02181 3.42932 0.0172 -0.3876 0.0035 -0.021
Cl -7.12426 -3.88699 3.62485 0.0968 0.9064 -0.3315 -0.036
H -7.74761 -2.65242 1.72568 -0.1780 0.1260 0.3106 0.220
H -6.24006 -2.00535 2.33932 0.0653 -0.3946 0.4610 0.224
C -2.42131 1.54339 -0.15265 0.3802 -0.3184 0.2658 -0.367
Cl -3.73451 0.38517 -0.55956 0.6535 0.3912 0.2635 -0.037
Cl -1.23061 0.94406 1.07085 -0.6859 0.0325 -0.3641 -0.049
H -1.80866 1.71720 -1.03727 -0.4532 0.0788 0.0664 0.228
H -2.88048 2.44001 0.26372 0.1197 -0.2099 -0.2292 0.225